a) Entry from the OMol25 dataset: 3 unconnected molecules or ions with the total composition C3H12O2S2 (the ωB97M-V functional and the def2-TZVPD basis).

```
19
Properties=species:S:1:pos:R:3
C -1.76585 -0.91840 0.12489
C -0.71303 0.16792 0.24167
C 0.12524 0.32602 -1.01048
S 1.36992 1.63675 -0.87124
S 2.93084 0.63235 0.00546
H -1.32973 -1.91073 0.03775
H -2.43571 -0.87143 0.99190
H -2.40168 -0.78066 -0.75446
H -0.06863 -0.05361 1.09406
H -1.17608 1.12151 0.46653
H -0.52301 0.56022 -1.85304
H 0.66594 -0.59624 -1.23477
H 2.52630 0.71731 1.28418
O 0.98068 -2.46128 1.34036
H 1.77695 -2.79661 1.76559
H 0.76049 -3.15781 0.71086
O -6.09582 -0.54126 0.17789
H -7.05009 -0.54188 0.33616
H -5.70859 -0.34861 1.04003
```

Values from the calculation:
Total charge: 0
Kohn-Sham gap (eV): 9.3
HOMO level (eV): -8.865
Spin multiplicity: 1
Lowest unoccupied orbital energy (eV): 0.47

b) Entry from the OMol25 dataset: 3 unconnected molecules or ions with the total composition C3H12O2S2 (the ωB97M-V functional and the def2-TZVPD basis).

```
19
Properties=species:S:1:pos:R:3
C 1.84120 0.11261 0.52960
C 0.56893 0.27709 -0.31613
C -0.46705 -0.77341 0.07308
S -2.05694 -0.19948 -0.57280
S -3.44350 -1.66754 -0.28796
H 2.25474 -0.86685 0.34581
H 2.61853 0.82442 0.25861
H 1.58002 0.28141 1.57827
H 0.80548 0.13773 -1.38665
H 0.18072 1.27955 -0.22138
H -0.50446 -1.00654 1.13200
H -0.20145 -1.74452 -0.37625
H -3.38432 -2.57759 -1.28670
O -2.37403 -1.26925 -5.31762
H -2.61439 -1.56685 -4.43266
H -2.52509 -1.95826 -5.96666
O 2.29358 3.52602 5.64711
H 3.18820 3.20723 5.79675
H 2.23985 3.98420 4.80360
```

Values from the calculation:
Total charge: 0
Kohn-Sham gap (eV): 9.6
HOMO level (eV): -9.120
Spin multiplicity: 1
Lowest unoccupied orbital energy (eV): 0.44

How do the energies compare? Relative to the most stable structure, in kJ/mol: a) 0.0; b) 31.3.